# 1
Here is C44H56BBrClN2O5PS2Ta as an isolated structure from OMol25. Energies are from ωB97M-V with the def2-TZVPD basis set.

Geometry as XYZ:
```
114
C44H56BBrClN2O5PS2Ta, DFT ωB97M-V with the def2-TZVPD basis set
Ta 0.14 -0.09 0.65
N -3.06 0.11 0.23
C -3.26 0.74 1.53
C -4.54 0.71 2.04
C -4.90 1.49 3.13
C -3.96 2.39 3.60
C -2.66 2.41 3.11
C -1.78 3.54 3.40
C -0.50 3.47 3.08
C 0.05 2.12 2.71
N -0.87 1.34 1.84
C -2.22 1.46 2.16
H -3.00 0.85 -0.47
H -3.91 -0.41 0.00
H -5.28 0.09 1.55
H -5.90 1.46 3.53
H -4.23 3.12 4.36
H -2.24 4.44 3.78
H 0.17 4.31 3.19
H 0.97 2.26 2.14
C 5.72 3.58 -3.58
C 4.45 4.41 -3.31
C 4.81 5.57 -2.37
C 3.97 4.99 -4.64
C 3.40 3.53 -2.64
C 3.71 2.87 -1.46
C 2.76 2.07 -0.85
Br 3.20 1.16 0.74
C 1.48 1.91 -1.39
O 0.62 1.09 -0.76
C 1.13 2.58 -2.56
C 2.12 3.37 -3.16
C -0.25 2.42 -3.21
C -1.38 2.59 -2.18
C -0.33 1.03 -3.84
C -0.47 3.48 -4.30
H 6.47 4.20 -4.07
H 5.50 2.73 -4.23
H 6.15 3.19 -2.66
H 5.56 6.21 -2.83
H 5.21 5.21 -1.42
H 3.93 6.17 -2.15
H 4.77 5.58 -5.09
H 3.11 5.65 -4.50
H 3.69 4.21 -5.35
H 4.68 2.96 -1.00
H 1.87 3.88 -4.07
H -1.42 1.73 -1.51
H -2.33 2.67 -2.70
H -1.25 3.49 -1.57
H -0.22 0.25 -3.10
H 0.45 0.92 -4.60
H -1.30 0.89 -4.32
H -0.32 4.49 -3.93
H -1.49 3.40 -4.66
H 0.18 3.33 -5.16
C 4.82 -3.45 2.79
C 3.83 -2.32 2.88
O 3.23 -2.10 1.59
P 1.76 -2.60 1.28
S 1.31 -2.13 -0.58
S 0.46 -1.75 2.56
O 1.87 -4.15 1.56
C 0.73 -4.96 1.97
C -0.31 -5.07 0.88
H 5.31 -3.58 3.76
H 5.58 -3.23 2.05
H 4.33 -4.38 2.52
H 4.32 -1.38 3.14
H 3.05 -2.50 3.62
H 0.32 -4.52 2.88
H 1.18 -5.92 2.21
H -0.79 -4.11 0.69
H -1.08 -5.77 1.19
H 0.13 -5.43 -0.05
C -3.06 -7.07 -1.89
C -4.16 -6.07 -2.25
C -4.66 -6.39 -3.66
C -5.34 -6.24 -1.28
C -3.59 -4.66 -2.16
C -3.32 -3.89 -3.29
C -2.75 -2.61 -3.20
C -2.45 -2.13 -1.95
O -1.89 -0.93 -1.63
B -1.81 -0.91 -0.13
O -2.29 -2.25 0.31
C -2.70 -2.89 -0.81
C -3.27 -4.14 -0.90
H -3.44 -8.10 -1.94
H -2.70 -6.90 -0.87
H -2.21 -6.99 -2.57
H -5.12 -7.38 -3.66
H -3.85 -6.41 -4.39
H -5.41 -5.67 -4.00
H -5.78 -7.22 -1.40
H -6.11 -5.49 -1.47
H -5.02 -6.15 -0.24
H -3.56 -4.27 -4.27
H -2.56 -2.03 -4.09
H -3.44 -4.70 0.01
Cl -0.96 2.33 6.62
C 0.67 2.72 6.13
C 1.42 3.53 6.97
C 2.72 3.84 6.63
C 3.28 3.33 5.46
C 2.51 2.51 4.65
C 1.19 2.19 4.95
C 0.41 1.35 3.99
H 0.97 3.90 7.87
H 3.31 4.47 7.28
H 4.30 3.56 5.19
H 2.94 2.11 3.74
H 1.03 0.49 3.72
H -0.51 0.96 4.44
```

Its frontier orbital gap (alpha / beta) is 7.05 / 7.56 eV. As for the spin multiplicity: 2. As for the expectation value of S²: 0.75. The value obtained for the highest occupied orbital energy (alpha / beta) is -6.634 / -7.127 eV.


# 2
Here is an isolated ion of composition C6H13N5 and charge +2 in a non-equilibrium geometry from OMol25. Energies are from ωB97M-V with the def2-TZVPD basis set.

Geometry as XYZ:
```
24
C6H13N5, DFT ωB97M-V with the def2-TZVPD basis set
C -0.53 -0.37 -0.99
C 0.23 -0.31 0.32
C 1.38 1.14 1.85
C -1.17 -1.68 -1.31
C 1.91 2.52 2.19
C -2.45 -1.64 -2.01
N 1.57 0.32 2.73
N 0.75 0.98 0.61
N 0.65 1.96 -0.32
N -0.61 -2.80 -1.01
N 0.32 -1.31 1.05
H 0.15 -0.13 -1.81
H -1.29 0.42 -0.98
H 1.06 3.20 2.29
H 2.59 2.83 1.40
H 2.45 2.52 3.14
H -3.24 -1.47 -1.26
H -2.69 -2.57 -2.53
H -2.53 -0.81 -2.71
H 1.50 2.26 -0.78
H -0.02 2.71 -0.15
H 0.24 -2.84 -0.44
H -1.04 -3.69 -1.27
H 0.79 -1.24 1.98
```

Its frontier orbital gap (alpha / beta) is 10.53 / 6.91 eV. As for the spin multiplicity: 3. Its total charge is +2. As for the expectation value of S²: 2.05. The value obtained for the highest occupied orbital energy (alpha / beta) is -18.132 / -19.248 eV.


# 3
Here is a single C9H11N3O molecule in a non-equilibrium geometry from OMol25. Energies are from ωB97M-V with the def2-TZVPD basis set.

Geometry as XYZ:
```
24
C9H11N3O, DFT ωB97M-V with the def2-TZVPD basis set
C -2.58 1.00 2.23
C -2.78 0.84 0.74
C -0.69 -0.24 -0.13
C 1.33 0.48 -0.42
C 2.44 1.29 -0.63
C 3.66 0.65 -1.11
C 3.73 -0.70 -1.55
C 2.56 -1.52 -1.23
C 1.37 -0.93 -0.72
H -3.27 1.69 2.72
H -2.64 -0.01 2.66
H -1.51 1.33 2.17
H -2.51 1.78 0.16
H -3.77 0.74 0.38
H -2.00 -2.35 0.69
H -3.12 -1.76 -0.72
H 2.24 2.39 -0.56
H 4.59 1.21 -1.24
H 4.66 -1.04 -2.08
H 2.72 -2.53 -1.45
N -1.97 -0.33 0.24
N -2.53 -1.52 0.32
N 0.01 0.88 0.03
O 0.05 -1.35 -0.51
```

Its frontier orbital gap is 8.49 eV. As for the structure (SMILES): CCN(N)c1nc2ccccc2o1. The value obtained for the highest occupied orbital energy is -7.815 eV.


# 4
Here is a single C21H26N4O5S molecule in a non-equilibrium geometry from OMol25. Energies are from ωB97M-V with the def2-TZVPD basis set.

Geometry as XYZ:
```
57
C21H26N4O5S, DFT ωB97M-V with the def2-TZVPD basis set
C -7.34 -1.37 0.19
H -8.36 -1.72 0.30
H -6.88 -1.89 -0.65
H -6.79 -1.58 1.10
C -7.34 0.14 -0.06
N -5.99 0.61 -0.33
S -5.02 0.93 0.99
O -5.53 0.20 2.11
O -4.77 2.34 1.15
C -3.49 0.16 0.44
C -3.45 -1.22 0.34
C -2.29 -1.83 -0.10
C -1.18 -1.06 -0.44
C -1.24 0.33 -0.34
C -2.40 0.94 0.10
H -2.48 2.01 0.20
H -0.38 0.91 -0.63
C 0.09 -1.67 -0.94
O 0.80 -1.10 -1.75
N 0.38 -2.89 -0.46
H -0.12 -3.25 0.34
C 1.56 -3.62 -0.88
C 2.83 -3.17 -0.12
O 3.39 -3.87 0.69
N 3.20 -1.92 -0.48
N 4.28 -1.32 0.07
C 4.55 -0.13 -0.29
C 5.70 0.57 0.25
C 6.55 -0.06 1.16
C 7.65 0.59 1.68
C 7.92 1.89 1.28
C 7.09 2.54 0.37
C 5.98 1.89 -0.15
O 5.12 2.45 -1.05
C 5.36 3.76 -1.49
H 4.55 3.99 -2.19
H 6.32 3.85 -2.00
H 5.32 4.48 -0.66
H 7.33 3.55 0.08
H 8.78 2.41 1.67
H 8.29 0.10 2.39
H 6.31 -1.07 1.45
H 3.94 0.42 -1.02
H 2.63 -1.40 -1.16
H 1.41 -4.68 -0.69
H 1.70 -3.45 -1.95
H -2.26 -2.91 -0.20
H -4.32 -1.79 0.61
C -5.77 1.47 -1.47
C -6.45 2.83 -1.37
H -6.10 3.34 -0.48
H -6.21 3.43 -2.24
H -7.53 2.72 -1.31
H -6.10 0.94 -2.36
H -4.68 1.60 -1.54
H -7.75 0.65 0.81
H -7.96 0.37 -0.93
```

Its frontier orbital gap is 7.99 eV. As for the structure (SMILES): CCN(CC)S(=O)(=O)c1ccc(C(=O)NCC(=O)N/N=C/c2ccccc2OC)cc1. The value obtained for the highest occupied orbital energy is -8.099 eV.


# 5
Here is a single C5H6S2 molecule in a non-equilibrium geometry from OMol25. Energies are from ωB97M-V with the def2-TZVPD basis set.

Geometry as XYZ:
```
13
C5H6S2, DFT ωB97M-V with the def2-TZVPD basis set
C -0.12 2.87 0.32
C -0.19 1.53 0.52
C -0.53 0.64 -0.56
C -0.18 -0.70 -0.63
C 0.53 -3.11 0.33
H -0.15 3.22 -0.69
H 0.06 3.56 1.11
H -0.11 1.09 1.48
H -0.88 1.16 -1.48
H -0.42 -1.30 -1.52
H -0.25 -3.29 -0.42
S 0.66 -1.41 0.73
S 1.58 -4.25 0.81
```

Its frontier orbital gap is 7.83 eV. As for the structure (SMILES): C=C/C=C\SC=S. The value obtained for the highest occupied orbital energy is -8.364 eV.


# 6
Here is a 13-piece molecular cluster, H26O13 overall in a non-equilibrium geometry from OMol25. Energies are from ωB97M-V with the def2-TZVPD basis set.

Geometry as XYZ:
```
39
H26O13, DFT ωB97M-V with the def2-TZVPD basis set
O -1.97 -3.29 -1.22
H -2.32 -3.28 -0.32
H -2.66 -3.07 -1.82
O -0.07 -1.54 -0.70
H -0.61 -2.20 -0.72
H 0.32 -1.65 0.20
O -0.11 2.60 2.46
H 0.65 1.89 2.82
H -1.09 2.48 2.64
O -2.79 3.04 -0.80
H -1.92 3.40 -0.68
H -3.23 2.26 -1.32
O -3.20 -0.69 1.19
H -3.92 -0.51 0.53
H -3.33 -0.37 2.11
O 1.60 3.58 -2.00
H 2.17 3.72 -1.22
H 1.04 2.83 -1.74
O 3.24 2.77 0.08
H 2.98 1.78 0.10
H 3.39 2.67 -0.84
O 1.91 -0.10 -2.16
H 1.38 -0.84 -2.19
H 1.24 0.57 -2.45
O 1.99 0.69 2.39
H 2.76 1.19 2.25
H 1.48 0.74 3.24
O -1.41 -2.62 1.70
H -1.88 -2.12 1.17
H -1.52 -3.51 1.33
O 4.21 -1.36 -0.39
H 4.10 -0.69 -1.08
H 3.34 -1.82 -0.31
O 1.00 -1.93 1.64
H 1.51 -2.67 2.02
H 0.04 -2.24 1.73
O -2.85 0.43 -2.48
H -3.34 -0.27 -2.14
H -2.14 0.13 -3.03
```

Its frontier orbital gap is 10.01 eV. The value obtained for the highest occupied orbital energy is -10.613 eV.


# 7
Here is a 2-piece molecular cluster, C6H14F3NO2P overall from OMol25. Energies are from ωB97M-V with the def2-TZVPD basis set.

Geometry as XYZ:
```
27
C6H14F3NO2P, DFT ωB97M-V with the def2-TZVPD basis set
C 2.25 0.52 -0.55
C 2.47 0.64 0.96
N 3.71 0.03 1.45
P 5.12 0.97 1.25
H 1.59 -0.32 -0.76
H 3.18 0.44 -1.12
H 1.72 1.41 -0.92
H 1.63 0.15 1.45
H 2.44 1.69 1.28
H 3.80 -0.92 1.13
H 6.06 -0.05 1.55
H 5.34 0.94 -0.17
C -3.82 0.69 -1.21
C -3.29 0.79 0.22
O -3.01 -0.44 0.85
C -1.68 -1.03 0.58
O -0.68 -0.21 0.63
C -1.70 -1.82 -0.76
F -2.87 -2.47 -1.01
F -0.75 -2.78 -0.73
F -1.44 -1.09 -1.86
H -4.55 -0.12 -1.29
H -4.31 1.63 -1.48
H -3.03 0.51 -1.93
H -4.07 1.25 0.84
H -2.41 1.44 0.27
H -1.70 -1.86 1.33
```

Its frontier orbital gap is 7.52 eV. Its total charge is -1. The value obtained for the highest occupied orbital energy is -3.978 eV.


# 8
Here is a 6-piece molecular cluster, C20H55IN5O5 overall in a non-equilibrium geometry from OMol25. Energies are from ωB97M-V with the def2-TZVPD basis set.

Geometry as XYZ:
```
86
C20H55IN5O5, DFT ωB97M-V with the def2-TZVPD basis set
I -5.48 10.79 16.45
C -6.92 14.58 20.72
C -6.76 13.71 19.47
C -6.93 14.62 18.21
O -8.21 15.28 18.18
C -8.28 16.39 17.26
N -5.48 13.03 19.57
H -6.29 15.47 20.69
H -6.81 14.03 21.65
H -7.95 14.95 20.66
H -7.59 12.99 19.44
H -6.88 14.06 17.27
H -6.07 15.28 18.29
H -7.39 17.01 17.38
H -9.20 16.94 17.43
H -8.30 16.08 16.21
H -4.70 13.55 19.93
H -5.18 12.73 18.66
C -9.86 13.29 15.41
C -9.26 12.85 14.09
C -8.08 13.75 13.68
O -8.40 15.10 13.77
C -7.35 15.99 13.43
N -8.70 11.49 14.39
H -9.16 13.13 16.23
H -10.59 12.57 15.78
H -10.27 14.29 15.36
H -10.00 12.74 13.30
H -7.83 13.59 12.63
H -7.17 13.57 14.24
H -7.28 15.99 12.34
H -6.41 15.74 13.93
H -7.67 16.97 13.77
H -7.89 11.50 15.01
H -9.41 11.04 14.95
C -7.08 6.79 17.75
C -6.89 6.61 16.21
C -8.03 7.43 15.42
O -8.00 7.21 14.02
C -9.12 7.65 13.26
N -5.62 7.12 15.77
H -8.01 6.36 18.11
H -7.02 7.86 17.98
H -6.29 6.24 18.26
H -6.89 5.57 15.87
H -8.05 8.50 15.64
H -8.98 6.97 15.70
H -8.93 7.56 12.19
H -9.16 8.74 13.26
H -10.01 7.10 13.58
H -5.56 8.07 16.12
H -4.93 6.70 16.36
C -1.57 12.73 16.93
C -1.23 12.40 15.50
C -0.64 10.97 15.29
O 0.60 10.73 15.95
C 1.67 11.49 15.48
N -2.46 12.50 14.71
H -0.70 12.44 17.53
H -2.38 12.14 17.36
H -1.68 13.80 17.07
H -0.49 13.14 15.18
H -0.70 10.69 14.23
H -1.37 10.28 15.71
H 1.63 12.54 15.75
H 1.74 11.48 14.40
H 2.55 11.04 15.94
H -2.90 13.39 14.90
H -3.18 11.86 15.02
C -4.35 11.04 12.30
C -4.56 9.56 12.55
C -3.38 8.85 13.25
O -3.64 7.50 13.51
C -2.78 6.83 14.43
N -5.78 9.37 13.30
H -5.05 11.56 11.64
H -3.42 11.27 11.80
H -4.23 11.57 13.25
H -4.71 9.07 11.59
H -3.22 9.42 14.17
H -2.44 8.90 12.68
H -1.74 6.89 14.11
H -3.12 5.79 14.48
H -2.76 7.21 15.45
H -5.65 9.99 14.08
H -6.53 9.90 12.87
```

Its frontier orbital gap (alpha / beta) is 9.04 / 4.49 eV. As for the spin multiplicity: 2. As for the expectation value of S²: 0.75. The value obtained for the highest occupied orbital energy (alpha / beta) is -8.632 / -8.617 eV.


The records above yield total energy values of -175514.5424; -13861.9823; -16026.2949; -49231.3565; -26950.6262; -27035.7465; -29476.0066; -47414.8631 eV, respectively.